Here is 2 unconnected molecules or ions with the total composition C3H9NS2 in a non-equilibrium geometry from the OMol25 dataset. Energies are from the ωB97M-V functional and the def2-TZVPD basis.

Values from the calculation:
net charge: -1
DFT total energy: -970.74200 Ha
M: 123.2 g/mol
energy relative to the best compared isomer or geometry (same formula, charge and spin): 2.5126 eV
gap between HOMO and LUMO (spin up / spin down): 2.64 / 8.07 eV
largest force on an atom: 0.050 hartree/bohr
2S+1: 2

CARTESIAN COORDINATES (ANGSTROEM)
H  -1.5451  -2.3671  1.6750
N  -2.1104  0.6594  0.5404
H  3.6302  -0.0251  0.7558
S  2.6424  -0.7867  -1.6014
H  -2.8693  1.3255  0.4611
H  -0.9869  -0.6717  2.3795
H  2.5132  1.6772  -1.8162
C  2.0503  0.8265  -2.2771
H  1.0143  0.8393  -1.9252
C  -2.4611  -0.5666  1.0753
H  2.1215  0.7504  -3.3610
H  -3.4786  -0.8842  0.8458
C  -1.6444  -1.3183  1.8475
S  2.4050  -0.5017  0.4154
H  -1.2811  1.0431  0.9849

---

Here is C7H12N4OS in the gas phase in a non-equilibrium geometry from the OMol25 dataset. Energies are from the ωB97M-V functional and the def2-TZVPD basis.

Values from the calculation:
net charge: 0
DFT total energy: -966.12133 Ha
M: 200.3 g/mol
energy relative to the best compared isomer or geometry (same formula, charge and spin): 6.2162 eV
gap between HOMO and LUMO (spin up / spin down): 7.97 / 6.76 eV
largest force on an atom: 0.074 hartree/bohr
2S+1: 1

CARTESIAN COORDINATES (ANGSTROEM)
N  0.8523  -1.4981  1.0055
H  0.0848  2.5530  -1.0746
H  3.7466  -4.2062  -0.6519
H  -2.3820  -1.1261  0.2315
H  0.5722  3.6143  1.2563
N  1.2670  -0.9428  -0.1145
H  -0.7575  4.2318  0.2078
C  -0.0710  0.9183  0.1581
N  3.0430  -4.0086  -0.0250
N  0.9051  0.2504  -0.4956
H  -0.4490  0.5573  1.0977
H  -2.9038  1.1967  0.9020
C  -0.4988  2.2463  -0.2617
S  -2.1344  2.3511  -1.1039
H  2.7107  -1.3670  -1.6202
C  -2.9576  0.9127  -0.1525
H  -2.1099  -0.8446  -1.4285
H  2.8478  -4.7333  0.5669
H  -1.2577  3.2480  1.5909
C  2.1282  -1.7879  -0.8115
C  -0.4866  3.4131  0.7725
O  1.5576  -2.6774  1.0892
H  -3.8730  0.9256  -0.6727
C  2.3247  -2.8750  0.0263
C  -2.1587  -0.3519  -0.4919

---

Here is a molecular structure, C27H21Br2CoN2O6 in a non-equilibrium geometry from the OMol25 dataset. Energies are from the ωB97M-V functional and the def2-TZVPD basis.

Values from the calculation:
net charge: -1
DFT total energy: -8133.26278 Ha
M: 688.2 g/mol
energy relative to the best compared isomer or geometry (same formula, charge and spin): 2.8456 eV
gap between HOMO and LUMO (spin up / spin down): 6.85 / 6.83 eV
largest force on an atom: 0.023 hartree/bohr
2S+1: 2

CARTESIAN COORDINATES (ANGSTROEM)
O  1.5808  -0.2743  1.0083
C  0.8744  2.7184  1.2233
H  -2.5745  -0.4857  0.0747
H  -3.7525  -1.7777  -0.2928
C  1.5101  2.9357  2.4393
C  0.4060  -4.0312  -1.2085
N  -0.7415  1.0940  -0.9126
H  -2.8037  1.6523  -2.1622
C  -3.7538  4.7713  -0.1125
C  -0.4434  2.2756  1.1879
C  1.3161  -1.5075  1.6417
N  -0.4804  -1.8132  -0.5763
C  2.8754  -4.4860  -1.5359
C  -4.5401  4.4103  -1.1955
C  2.9434  0.0454  0.7367
C  -0.8867  -4.4485  -1.3097
C  3.4976  -3.1818  -1.3835
C  -1.1174  2.0072  -0.1359
H  -5.4097  5.0001  -1.4608
H  3.5693  -5.2998  -1.6810
O  1.5795  -1.8624  -1.5776
C  0.8435  2.6957  3.6337
C  -2.3014  2.8699  -0.4933
C  3.1088  0.4080  -0.7526
H  1.9905  -1.6840  2.4803
C  -0.4714  2.2453  3.6065
H  4.2037  1.6118  -1.7073
H  2.5377  3.2822  2.4523
O  2.0511  0.9045  -1.3454
H  0.2988  -1.4167  2.0256
Co  0.4866  -0.1748  -0.9979
O  3.6231  -0.8379  -1.4650
C  1.3287  -2.7536  0.7616
C  -2.6444  4.0076  0.2353
H  -3.0061  -0.8305  -1.5899
C  -1.9736  -3.6121  -1.0021
Br  1.2679  -6.6742  -1.9262
H  -2.1418  1.7077  2.3672
C  0.6430  -2.6819  -0.6456
H  -4.8021  2.9952  -2.7911
C  -4.1988  3.2838  -1.9377
O  4.2221  1.2477  -0.8130
H  -0.9989  2.0518  4.5337
H  3.2026  0.9313  1.3111
H  3.6091  -0.7772  1.0090
H  1.4042  2.8596  0.2878
C  2.9317  -1.9659  -1.4269
H  1.3447  2.8560  4.5807
O  1.6891  -3.7894  1.2377
C  -1.7188  -2.2883  -0.7152
C  -1.1117  2.0496  2.3901
H  -1.0801  -5.4565  -1.6536
C  1.5768  -4.8167  -1.5233
C  -3.0918  2.5265  -1.5905
H  -2.9925  -3.9659  -1.0761
H  -4.0011  5.6533  0.4673
C  -2.8324  -1.2884  -0.6134
Br  5.3885  -3.2207  -1.1605
H  -2.0342  4.3050  1.0793